1.
Formula: C40H45BCl3N9OPtS3
Source: OMol25
Level of theory: ωB97M-V/def2-TZVPD

As for the charge: +2. Its HOMO-LUMO gap is 5.92 eV. The LUMO energy is -6.5 eV.

Cartesian coordinates (Å):
Pt1 -0.826 0.956 -0.330
C1 2.406 1.721 -0.009
N1 1.378 1.530 -1.063
C2 1.959 0.608 -2.067
C3 1.081 2.860 -1.631
C4 1.829 3.411 -2.652
C5 1.515 4.681 -3.124
C6 0.454 5.379 -2.577
C7 -0.304 4.825 -1.552
C8 0.017 3.571 -1.055
N2 -0.677 2.895 -0.041
C9 -0.915 3.322 1.254
C10 -1.018 4.659 1.649
C11 -1.271 4.980 2.973
C12 -1.426 3.993 3.936
C13 -1.282 2.664 3.567
C14 -1.028 2.336 2.247
N3 -0.719 0.947 1.855
C15 -1.641 -0.048 2.465
C16 0.639 0.614 2.359
H1 3.343 2.035 -0.473
H2 2.085 2.505 0.673
H3 2.575 0.788 0.526
H4 2.982 0.905 -2.303
H5 1.998 -0.396 -1.652
H6 1.366 0.604 -2.973
H7 2.653 2.869 -3.096
H8 2.093 5.110 -3.930
H9 0.193 6.355 -2.964
H10 -1.169 5.350 -1.171
H11 -0.897 5.449 0.923
H12 -1.352 6.022 3.253
H13 -1.635 4.252 4.964
H14 -1.362 1.893 4.323
H15 -1.504 -0.063 3.545
H16 -2.671 0.200 2.237
H17 -1.392 -1.036 2.084
H18 0.601 0.491 3.443
H19 0.973 -0.320 1.913
H20 1.321 1.420 2.130
C17 -4.196 3.355 1.710
N4 -4.134 3.465 0.254
C18 -4.646 4.514 -0.450
C19 -4.605 4.165 -1.763
N5 -4.082 2.908 -1.859
B1 -4.087 2.246 -3.304
N6 -3.716 0.729 -3.284
C20 -4.522 -0.278 -3.740
C21 -3.763 -1.399 -3.868
N7 -2.490 -1.063 -3.479
C22 -1.323 -1.922 -3.615
C23 -2.484 0.239 -3.129
S1 -1.130 1.207 -2.658
C24 -3.771 2.497 -0.626
S2 -3.172 0.949 -0.123
H21 -4.390 4.346 2.111
H22 -3.256 2.986 2.105
H23 -5.008 2.687 1.993
H24 -5.021 5.399 0.034
H25 -4.932 4.701 -2.636
H26 -5.215 2.327 -3.705
H27 -3.293 2.838 -3.978
H28 -5.562 -0.113 -3.957
H29 -4.014 -2.388 -4.210
H30 -1.606 -2.944 -3.377
H31 -0.550 -1.578 -2.934
H32 -0.949 -1.876 -4.637
Cl1 5.222 -0.195 2.215
C25 4.149 -1.474 1.770
C26 4.407 -2.230 0.633
C27 3.539 -3.253 0.300
C28 2.412 -3.540 1.072
C29 1.525 -4.701 0.658
C30 0.739 -4.388 -0.617
N8 -0.151 -3.228 -0.513
C31 -1.522 -3.270 -0.581
C32 -1.956 -1.984 -0.546
N9 -0.860 -1.153 -0.453
C33 0.207 -1.939 -0.427
O1 2.257 -5.841 0.288
C34 2.847 -6.590 1.364
C35 4.147 -6.016 1.842
C36 5.286 -5.989 1.093
Cl2 5.462 -6.590 -0.502
S3 6.594 -5.227 1.891
C37 5.618 -4.912 3.263
C38 4.356 -5.393 3.107
C39 2.181 -2.755 2.191
Cl3 0.781 -3.023 3.195
C40 3.044 -1.731 2.560
H33 5.290 -2.035 0.040
H34 3.759 -3.886 -0.552
H35 0.820 -4.934 1.463
H36 0.121 -5.249 -0.860
H37 1.435 -4.232 -1.441
H38 -2.059 -4.199 -0.653
H39 -2.963 -1.608 -0.591
H40 1.230 -1.618 -0.337
H41 2.990 -7.585 0.949
H42 2.139 -6.662 2.195
H43 6.042 -4.422 4.124
H44 3.593 -5.324 3.871
H45 2.865 -1.158 3.459

2.
Formula: C2H4INO2
Source: OMol25
Level of theory: ωB97M-V/def2-TZVPD

Its HOMO-LUMO gap (alpha / beta) is 4.49 / 4.82 eV. The LUMO energy (alpha / beta) is -3.9 / -3.9 eV.

Cartesian coordinates (Å):
C1 1.336 0.364 0.398
C2 0.264 0.406 -0.665
N1 0.944 0.044 1.620
O1 2.504 0.471 -0.017
O2 -0.326 -0.393 1.844
I1 3.444 1.147 -2.379
H1 0.623 0.179 -1.640
H2 -0.540 -0.468 -0.519
H3 0.006 1.500 -0.790
H4 -0.443 -0.332 2.754

For reference, electronic energy by record: -131654.9342; -15818.8589 eV.
For reference, energy above the lowest of the compared OMol25 structures with the same formula, charge and spin by record: 0.0000; 5.4295 eV.